ORCA calculation (wB97M-V/def2-TZVPD) on a molecular structure, C23H25As2BCrF7N4O3S3Se.

XYZ file:
```
70
Properties=species:S:1:pos:R:3
H -3.752 -1.250 -1.105
H 1.212 3.092 2.336
H 3.555 2.016 4.143
H 1.331 -0.132 5.927
C -1.754 -3.145 -3.155
H 7.614 2.706 -3.090
H 1.620 -1.698 1.087
F -3.196 0.572 -0.125
H 7.473 1.316 -1.982
C -4.053 -3.910 -3.214
H 0.559 2.736 3.971
C -2.524 1.689 -4.023
Se 0.382 -1.865 -2.694
O -1.885 2.715 -1.722
C 3.579 3.015 -3.376
As -0.830 -1.028 1.351
As 1.765 0.696 3.026
C 0.686 -2.248 1.187
H 3.508 0.410 4.884
F -2.416 2.052 1.459
H -2.014 -3.136 2.094
C 0.707 2.355 2.959
O -0.335 1.172 -2.723
B -3.506 1.254 1.111
C 2.895 1.238 4.530
C 0.453 -0.466 5.393
H 7.312 1.085 -3.723
C 0.389 -0.322 4.008
H -2.452 -4.780 -4.361
H -2.593 -1.805 5.993
H -4.809 -4.587 -3.598
F -3.698 0.267 2.108
O -0.622 3.411 -3.738
N -0.465 -3.194 -3.550
S -1.197 2.359 -2.945
F -3.220 0.724 -3.436
H -3.172 -2.009 1.317
C -1.742 -1.412 5.449
H 0.722 -2.891 2.066
C -2.746 -4.026 -3.640
C 3.621 1.338 -1.872
C 4.950 2.931 -3.539
N 4.954 1.186 -1.933
S 2.795 0.187 -0.806
C -3.468 -2.034 -1.792
F -4.673 1.991 0.945
C 7.094 1.767 -2.897
C -0.726 -0.815 3.325
C -2.174 -2.433 1.277
C 5.609 1.973 -2.782
C -1.800 -1.308 4.065
C 1.275 0.848 -0.229
H 0.530 -2.842 0.287
Cr -0.791 0.492 -0.674
C -0.594 -1.024 6.117
H -5.443 -2.816 -1.978
F -2.000 1.196 -5.156
H -2.705 -1.605 3.557
H -2.039 -2.941 0.324
C -4.411 -2.911 -2.296
C -2.124 -2.137 -2.191
N 2.906 2.221 -2.556
H -0.260 2.147 2.498
S 0.913 2.455 -0.206
H 2.306 1.649 5.349
N -1.105 -1.360 -1.723
H 5.482 3.577 -4.225
H -0.517 -1.125 7.194
H 2.986 3.740 -3.926
F -3.373 2.676 -4.357
```

Results
* 2S+1: 6
* max |F|: 0.0244 hartree/bohr
* energy relative to the best compared isomer or geometry (same formula, charge and spin): 2.176 eV
* LUMO energy (spin up / spin down): 0.150 / 0.150 Ha
* highest occupied orbital energy (spin up / spin down): -0.6 / -2.3 eV
* ⟨S²⟩: 8.906
* M: 926.28 Da
* net charge: -2

=====

ORCA calculation (wB97M-V/def2-TZVPD) on a molecular structure, C23H25AsCl3F3GeInN3O5S.

XYZ file:
```
66
Properties=species:S:1:pos:R:3
H -2.539 -3.368 1.970
C 0.629 -4.760 0.021
C 6.500 0.176 0.876
F -1.316 0.476 4.427
C 1.480 4.656 0.008
O 6.804 1.333 0.881
C -5.371 -1.077 -2.004
O 1.026 -1.972 2.781
H 4.817 -2.054 0.630
H -1.354 -3.374 -4.034
S 0.030 -0.960 2.747
C 2.266 3.579 0.385
C -3.307 -3.830 1.352
H -1.000 -3.340 -0.038
C 2.855 -1.195 0.219
C 0.344 4.425 -0.751
C 0.075 -3.491 -0.017
H -5.927 -1.516 -1.177
H -5.218 -1.837 -2.771
H -2.860 -4.629 0.759
O 0.488 0.347 2.294
C 4.225 -1.163 0.509
H 3.159 3.742 0.968
H -4.458 -2.032 1.094
H -0.878 2.877 -1.628
C 4.083 1.232 0.527
C -0.568 -0.634 4.476
N 2.157 -0.080 0.073
N 0.743 2.079 -0.668
H -5.989 -0.292 -2.437
H 4.572 2.186 0.633
C 2.010 -4.864 0.072
H -4.043 -4.282 2.013
O -1.189 -1.338 2.042
C -2.548 -3.116 -2.247
H 1.764 5.660 0.288
In -0.354 -0.201 0.093
Cl -1.138 3.069 2.575
H -0.004 -5.635 0.013
C 1.876 2.296 0.003
C 2.716 1.108 0.237
N 0.800 -2.390 -0.008
H -3.508 -3.232 -2.757
H -1.734 -1.694 -3.663
F -1.333 -1.624 4.923
C 0.007 3.112 -1.047
C 2.769 -3.706 0.120
C -3.978 -2.788 0.470
H 2.491 -5.831 0.085
C 4.807 0.073 0.642
O 6.935 -0.935 0.955
Cl -3.658 0.557 2.375
H -2.280 -4.087 -1.816
H 3.842 -3.777 0.170
F 0.428 -0.428 5.323
Ge -2.074 1.585 1.364
H -4.738 -3.266 -0.161
H -3.544 0.017 -2.365
H -4.238 0.270 -0.758
H -0.512 -2.550 -2.714
C -1.472 -2.657 -3.225
H -0.270 5.236 -1.109
Cl -3.189 2.756 -0.119
C 2.126 -2.468 0.096
As -2.773 -1.790 -0.757
C -4.049 -0.482 -1.532
```

Results
* 2S+1: 2
* max |F|: 0.0433 hartree/bohr
* energy relative to the best compared isomer or geometry (same formula, charge and spin): 1.110 eV
* LUMO energy (spin up / spin down): -0.161 / -0.232 Ha
* highest occupied orbital energy (spin up / spin down): -11.3 / -11.3 eV
* ⟨S²⟩: 0.758
* M: 881.24 Da
* net charge: +1

=====

ORCA calculation (wB97M-V/def2-TZVPD) on a molecular structure, C23H25AuN8OS4SeSi.

XYZ file:
```
64
Properties=species:S:1:pos:R:3
C -1.344 -0.085 4.399
H 5.911 1.989 -2.024
C -2.214 0.307 0.113
Se -1.584 -0.160 -3.706
H 2.446 1.514 0.445
H -2.449 -0.575 6.172
C -4.138 1.311 -5.123
H -3.021 -1.273 3.784
C 1.362 0.113 -1.947
H -3.965 -2.682 -5.146
N -2.247 -0.340 2.094
C 3.521 1.603 0.334
N -1.419 -0.796 0.137
S -2.896 -4.111 -0.326
C -4.860 -0.640 -2.863
H -3.279 0.463 3.649
H -4.904 -1.572 -6.158
N 3.365 1.079 4.881
N 2.539 0.530 -2.399
C -0.431 -0.025 6.632
H 3.801 2.016 -3.038
S -1.061 -4.788 0.379
C 3.747 1.340 2.788
H -2.410 0.860 -0.794
C -0.117 0.318 3.898
N 1.159 -1.129 -2.353
H -5.123 1.300 -5.598
H -4.120 2.112 -4.381
Au -0.821 -2.070 -2.125
C 3.210 1.801 -2.152
N 4.338 1.370 3.928
C 2.268 0.902 4.234
C 5.464 1.879 -1.043
H 6.324 1.621 2.228
C 4.328 1.545 1.461
C 4.086 1.768 -0.925
H -4.668 -1.627 -2.440
H -3.395 1.540 -5.890
C 2.273 -1.427 -3.070
C 0.800 0.367 6.132
S 0.394 -3.858 -0.553
C 5.710 1.669 1.339
H 0.022 0.466 2.835
H -4.654 0.103 -2.089
H -5.920 -0.578 -3.127
H 7.344 1.931 -0.014
C -1.466 -1.173 1.397
S -2.706 -3.479 -2.201
H -0.961 -2.026 1.827
C 6.271 1.838 0.087
C 0.955 0.532 4.761
H 0.667 0.709 -1.378
H -3.142 -1.654 -6.327
H -0.562 -0.158 7.697
C -2.546 -0.330 3.513
O 2.427 1.054 2.895
Si -3.769 -0.344 -4.342
H 2.432 2.559 -2.060
H 1.646 0.535 6.785
N -2.730 0.628 1.279
C -3.965 -1.693 -5.611
N 3.141 -0.447 -3.117
C -1.493 -0.257 5.772
H 2.428 -2.374 -3.559
```

Results
* max |F|: 0.0414 hartree/bohr
* energy relative to the best compared isomer or geometry (same formula, charge and spin): 0.680 eV
* LUMO energy (spin up / spin down): -0.068 / -0.070 Ha
* highest occupied orbital energy (spin up / spin down): -7.0 / -6.9 eV
* M: 861.79 Da
* net charge: 0

=====

ORCA calculation (wB97M-V/def2-TZVPD) on a molecular structure, C23H25BF4N10SSeV.

XYZ file:
```
66
Properties=species:S:1:pos:R:3
H -2.567 3.905 -2.341
H 3.297 -4.881 1.370
C -2.531 1.965 -1.428
C 2.669 -0.688 -2.803
N -1.652 -0.851 0.763
H 1.271 0.274 -4.964
H 1.600 1.216 -0.311
N 1.223 0.270 -0.391
C -1.080 3.751 -0.792
C 1.542 0.346 -2.820
V -0.022 0.150 1.553
N 0.612 0.178 -1.677
N 0.944 -1.822 1.426
C -3.600 1.365 -2.212
C -3.392 -0.761 -0.893
S -1.681 1.224 3.014
H 3.090 -3.473 3.420
H 2.044 -0.335 -0.308
H 3.303 -0.569 -3.681
C 0.674 0.159 -4.060
H 2.668 1.961 -3.692
C -2.318 -0.190 -0.209
H 3.319 -0.578 -1.932
H -0.644 1.771 6.391
H 1.887 -4.305 -0.619
C 2.107 1.762 -2.780
F 3.053 0.200 1.764
H 2.268 -1.705 -2.820
N -4.229 1.984 -3.176
H 1.888 -1.516 4.628
H -3.485 -3.651 0.858
H 1.298 2.491 -2.711
H -0.721 4.765 -0.879
C -2.090 -2.053 1.128
C 2.630 -4.030 1.392
H 2.787 1.914 -1.940
Se -5.440 0.857 -3.833
C -4.027 0.019 -1.946
C 1.032 -2.604 0.348
H -1.553 -2.528 1.940
H -0.129 0.896 -4.078
N -4.995 -0.438 -2.695
H 0.282 3.238 0.813
C 1.854 -3.711 0.283
F 3.448 2.181 2.885
C -1.900 1.181 -0.465
N -1.172 1.823 5.535
F 1.328 1.655 2.116
H -4.652 -2.488 -1.037
B 2.807 1.575 1.868
C -0.512 2.907 0.157
H -1.917 2.489 5.447
C 1.406 -1.342 3.673
C -3.169 -2.677 0.515
H 0.231 -0.839 -4.083
C -3.816 -2.036 -0.522
N 0.241 0.289 4.646
C 1.660 -2.161 2.513
C 2.523 -3.252 2.528
H 0.412 -2.331 -0.496
C -0.779 1.095 4.484
F 2.971 2.186 0.630
C -2.098 3.279 -1.595
N -0.908 1.650 0.309
N 0.523 -0.418 3.538
H 0.183 -0.740 -1.748
```

Results
* 2S+1: 3
* max |F|: 0.0176 hartree/bohr
* energy relative to the best compared isomer or geometry (same formula, charge and spin): 0.000 eV
* LUMO energy (spin up / spin down): -0.134 / -0.138 Ha
* highest occupied orbital energy (spin up / spin down): -10.8 / -10.9 eV
* ⟨S²⟩: 2.022
* M: 690.30 Da
* net charge: +1